The following is a quantum chemistry calculation of a structure of composition C51H116N6NiO19, from the OMol25 dataset.

Each line ends with the Löwdin charge.
Positions of all 193 atoms, in Å:
Ni 0.439 -4.689 -0.026  0.801
C -0.092 -0.181 1.578  -0.022
C -0.119 -0.237 0.008  -0.423
C 0.178 1.208 -0.399  -0.168
C 0.319 1.443 -1.840  -0.214
C 1.331 0.602 -2.565  -0.104
C 1.125 -0.906 -2.123  -0.445
N 0.868 -1.136 -0.700  -0.113
O 0.782 -2.512 -0.213  -0.271
C 2.460 -1.647 -2.649  -0.019
C 0.042 -1.494 -2.963  -0.062
C -1.621 -0.533 -0.401  -0.047
H -0.730 0.574 2.037  0.080
H 0.936 0.095 1.815  0.067
H -0.165 -1.131 2.108  0.050
H 1.136 1.446 0.063  0.106
H -0.582 1.873 0.010  0.103
H 0.469 2.465 -2.189  0.105
H -0.681 1.317 -2.255  0.089
H 2.392 0.842 -2.493  0.109
H 0.929 0.692 -3.575  0.095
H 2.890 -1.364 -3.609  0.087
H 2.306 -2.726 -2.673  0.052
H 3.260 -1.492 -1.925  0.046
H -0.975 -1.573 -2.580  0.056
H 0.322 -2.479 -3.337  0.066
H -0.164 -0.975 -3.900  0.067
H -1.762 -1.614 -0.411  0.052
H -1.886 -0.227 -1.413  0.050
H -2.348 -0.128 0.304  0.059
C 2.782 -6.305 -2.350  -0.113
C 3.386 -5.829 -1.079  -0.570
C 4.419 -4.711 -1.406  -0.066
O 2.352 -5.499 -0.166  -0.296
H 3.560 -6.721 -2.992  0.069
H 2.304 -5.546 -2.969  0.072
H 2.266 -7.257 -2.220  0.073
H 4.090 -6.569 -0.699  0.117
H 3.992 -3.840 -1.904  0.042
H 5.161 -5.003 -2.149  0.068
H 4.903 -4.520 -0.449  0.069
C -2.368 4.182 7.528  -0.138
O -2.548 3.909 6.178  -0.148
C -1.290 3.855 5.474  -0.194
C -0.279 2.784 5.858  -0.176
O 0.658 2.401 4.788  -0.152
C 1.407 1.192 4.945  -0.176
C 2.534 1.084 6.060  -0.119
O 2.159 1.412 7.447  -0.175
C 1.077 0.682 7.978  -0.132
H -2.233 5.247 7.718  0.087
H -1.565 3.742 8.119  0.084
H -3.335 3.910 7.952  0.094
H -0.759 4.806 5.444  0.125
H -1.350 3.656 4.404  0.110
H -0.903 1.955 6.193  0.123
H 0.253 3.115 6.750  0.110
H 1.945 0.804 4.080  0.092
H 0.630 0.430 5.010  0.103
H 3.359 1.718 5.737  0.107
H 2.877 0.053 5.974  0.113
H 0.229 1.359 8.079  0.059
H 1.268 0.390 9.010  0.087
H 0.659 -0.158 7.423  0.079
C -1.975 6.175 -1.664  -0.065
O -1.047 5.741 -0.694  -0.160
C -1.414 5.672 0.587  -0.283
C -2.008 4.355 1.049  -0.127
O -3.213 4.021 0.265  -0.155
C -3.848 2.804 0.680  -0.175
C -4.387 2.049 -0.539  -0.218
O -5.621 2.576 -0.992  -0.146
C -5.387 3.823 -1.711  -0.082
H -2.449 7.116 -1.385  0.099
H -2.662 5.364 -1.904  0.075
H -1.474 6.325 -2.621  0.069
H -1.943 6.600 0.806  0.130
H -0.601 5.915 1.272  0.110
H -2.257 4.577 2.086  0.120
H -1.233 3.589 1.018  0.106
H -4.583 3.027 1.454  0.132
H -3.143 2.168 1.215  0.104
H -4.324 0.977 -0.352  0.096
H -3.600 2.148 -1.286  0.111
H -4.605 3.841 -2.470  0.060
H -5.134 4.661 -1.060  0.081
H -6.185 4.217 -2.340  0.088
C 7.828 -1.352 -1.277  -0.130
O 7.277 -0.312 -1.991  -0.162
C 5.878 -0.215 -1.945  -0.191
C 5.379 0.576 -0.650  -0.105
O 5.596 -0.090 0.661  -0.201
C 4.546 -0.999 0.987  -0.195
C 4.504 -1.409 2.462  -0.117
O 4.002 -0.351 3.387  -0.206
C 4.727 0.830 3.218  -0.126
H 7.743 -1.210 -0.200  0.086
H 8.882 -1.466 -1.530  0.088
H 7.451 -2.344 -1.529  0.085
H 5.352 -1.158 -2.094  0.095
H 5.520 0.418 -2.757  0.120
H 4.363 0.970 -0.651  0.106
H 6.146 1.350 -0.613  0.120
H 4.839 -1.816 0.328  0.118
H 3.560 -0.672 0.657  0.116
H 5.497 -1.699 2.805  0.122
H 3.924 -2.330 2.421  0.116
H 4.509 1.309 2.263  0.086
H 5.786 0.590 3.316  0.098
H 4.570 1.569 4.003  0.073
C 1.725 5.569 -4.332  -0.141
O 0.837 5.089 -5.246  -0.173
C -0.283 4.371 -4.730  -0.184
C -1.276 4.263 -5.837  -0.180
O -2.591 3.918 -5.394  -0.121
C -2.745 2.796 -4.508  -0.178
C -2.101 1.470 -4.890  -0.149
O -2.671 0.958 -6.164  -0.152
C -2.828 -0.368 -6.180  -0.184
H 2.506 6.109 -4.866  0.092
H 2.170 4.645 -3.962  0.086
H 1.427 6.218 -3.508  0.089
H -0.853 5.010 -4.056  0.110
H 0.070 3.420 -4.329  0.116
H -0.929 3.538 -6.573  0.128
H -1.398 5.178 -6.416  0.138
H -3.817 2.637 -4.390  0.126
H -2.363 2.988 -3.505  0.103
H -2.381 0.830 -4.053  0.103
H -1.022 1.320 -4.854  0.110
H -3.530 -0.821 -5.480  0.067
H -1.866 -0.845 -5.993  0.081
H -3.247 -0.576 -7.165  0.103
C 0.844 -3.616 3.085  -0.253
O 0.971 -4.358 2.116  -0.020
N 0.081 -3.861 4.220  -0.168
C 0.369 -3.183 5.549  -0.001
C -0.618 -5.071 4.220  -0.093
H 1.335 -2.631 3.039  0.138
H -0.492 -3.141 6.216  0.089
H 0.919 -2.242 5.575  0.069
H 1.153 -3.852 5.903  0.087
H -1.680 -5.092 4.465  0.079
H -0.715 -5.589 3.265  0.085
H -0.004 -5.709 4.855  0.104
C 4.326 4.805 1.965  -0.378
O 4.972 4.654 2.987  -0.001
N 3.003 4.715 1.860  -0.189
C 2.328 4.538 0.586  -0.029
C 2.105 4.348 2.993  -0.010
H 4.868 5.078 1.047  0.133
H 3.013 4.745 -0.235  0.096
H 1.343 5.002 0.649  0.067
H 2.173 3.464 0.684  0.076
H 2.339 4.653 4.013  0.097
H 1.085 4.573 2.682  0.070
H 2.224 3.265 3.020  0.076
C -1.281 -4.657 -2.836  -0.269
O -0.719 -5.072 -1.773  -0.086
N -1.076 -5.213 -4.010  -0.133
C -0.315 -6.513 -4.131  0.004
C -1.582 -4.546 -5.220  -0.030
H -1.974 -3.802 -2.823  0.129
H -0.791 -7.421 -4.501  0.090
H 0.167 -6.740 -3.180  0.062
H 0.480 -6.294 -4.844  0.088
H -2.314 -5.162 -5.742  0.094
H -1.911 -3.542 -4.951  0.076
H -0.809 -4.302 -5.949  0.091
C -6.132 -3.096 -3.338  -0.364
O -6.701 -2.996 -4.425  0.000
N -5.465 -2.130 -2.702  -0.172
C -4.597 -2.485 -1.568  -0.046
C -5.631 -0.723 -3.099  -0.009
H -6.052 -4.061 -2.815  0.128
H -4.984 -1.888 -0.742  0.089
H -3.576 -2.280 -1.889  0.064
H -4.425 -3.519 -1.267  0.083
H -4.985 -0.440 -3.930  0.068
H -6.643 -0.369 -3.295  0.103
H -5.302 -0.147 -2.234  0.064
C -2.556 -4.945 1.244  -0.302
O -1.601 -4.450 0.665  -0.046
N -3.261 -4.246 2.146  -0.152
C -4.291 -4.920 2.952  -0.039
C -3.022 -2.752 2.257  0.006
H -2.720 -6.032 1.308  0.158
H -4.840 -5.462 2.182  0.085
H -4.922 -4.279 3.568  0.097
H -3.854 -5.723 3.546  0.076
H -3.827 -2.049 2.044  0.089
H -2.572 -2.688 3.247  0.084
H -2.181 -2.438 1.638  0.054

Output
Orbital gap (alpha / beta): 0.2269 / 0.2210 hartree
Charge: 0
Multiplicity: 3
Highest occupied orbital energy (alpha / beta): -0.230 / -0.224 hartree
LUMO level (alpha / beta): -0.0033 / -0.0033 Eh